ORCA calculation (ωB97M-V/def2-TZVPD) on B2H28O10Pb as an isolated structure in a non-equilibrium geometry.

Each line ends with the Mulliken charge.
Atoms and positions in Å:
Pb 2.73 0.48 0.74  0.68
B 0.26 0.25 0.20  0.72
H 0.00 -0.79 0.84  -0.19
H -0.18 -0.04 -1.03  -0.28
H -0.62 1.28 0.83  -0.42
H -2.23 -1.93 3.38  0.07
B 2.91 -1.67 1.81  0.01
H 2.73 0.36 -6.18  -0.07
H -4.28 -2.21 3.95  -0.04
H 1.64 -0.46 4.18  -0.01
H 3.24 2.34 4.12  0.04
O 0.31 -3.14 2.02  -0.59
H 0.09 -2.95 2.94  0.32
H 1.26 -2.92 2.03  0.15
O -1.94 1.94 2.72  -0.72
H -1.80 1.94 1.75  0.32
H -2.29 1.04 2.83  0.42
O -3.24 1.58 -1.69  -0.70
H -3.86 0.84 -1.75  0.32
H -2.94 1.50 -0.78  0.34
O -2.90 -0.62 2.08  -0.60
H -2.11 -0.66 1.53  0.24
H -3.59 -1.18 1.76  0.20
O 2.77 -1.34 -1.13  -0.65
H 3.06 -2.18 -0.76  0.27
H 1.82 -1.49 -1.46  0.44
O 0.63 1.27 3.07  -0.56
H -0.04 0.78 3.60  0.23
H 0.06 2.06 2.83  0.33
O 1.31 0.14 -3.60  -0.52
H 1.52 0.37 -4.52  0.01
H 0.46 0.49 -3.38  0.35
O 2.69 1.45 -1.62  -0.60
H 2.56 2.42 -1.61  0.30
H 2.21 1.07 -2.42  0.33
O -0.88 1.65 -3.22  -0.68
H -1.70 1.53 -2.65  0.35
H -0.82 2.60 -3.32  0.28
O 0.50 -2.30 -2.54  -0.77
H -0.27 -1.73 -2.29  0.29
H 0.92 -1.77 -3.24  0.40

Values from the calculation:
Multiplicity: 1
Gap between HOMO and LUMO: 1.503 eV